A cluster of 5 separate species, C4H17O5S in total in a non-equilibrium geometry. Source: the Open Molecules 2025 dataset; level of theory: wB97M-V/def2-TZVPD.

The geometry in XYZ format:
```
27
Properties=species:S:1:pos:R:3
C -0.04 1.38 -0.11
O 0.69 0.44 -0.84
C -0.10 1.12 1.40
C -1.22 0.18 1.93
C -1.79 -0.78 0.91
S -3.33 -0.32 0.06
H -1.05 1.46 -0.55
H 0.45 2.36 -0.22
H 0.88 0.74 1.70
H -0.28 2.07 1.91
H -0.83 -0.29 2.84
H -2.02 0.77 2.38
H -2.08 -1.72 1.40
H -1.03 -1.11 0.21
H -2.80 -0.11 -1.15
H 1.55 -2.11 0.42
H 2.34 -0.96 0.95
O 1.96 -1.80 1.24
H -0.18 0.66 -2.68
H -0.84 -0.67 -2.76
O -0.86 0.18 -3.21
H 0.31 -1.19 -1.10
H 1.41 -2.07 -1.63
O 0.48 -2.14 -1.39
H 2.87 1.46 0.16
H 2.34 1.02 -1.12
O 3.16 1.46 -0.76
```

Orbital gap: 8.0 eV
Charge: -1
ΔE to the lowest compared entry with this formula, charge and spin: 0.00 kcal per mole